H26O13 | ωB97M-V/def2-TZVPD

Geometry (Å):
H -0.36063 0.58367 0.79050
H -0.45917 -0.29596 -0.31616
H 4.04927 0.14197 -0.29869
H 2.95999 0.19648 0.76726
H 0.63270 -0.37826 -3.40813
H 0.29977 -1.74134 -2.94435
H -2.02591 2.43114 -1.19929
H -1.38264 3.64775 -2.08838
H 1.34447 -3.05648 3.40241
H 1.64862 -2.72184 1.93329
H 2.23626 -0.40760 2.72249
H 1.07852 0.52057 3.36176
H -0.74056 2.60493 4.74650
H -2.09287 2.69266 4.12240
H -2.45079 -1.37321 -1.26252
H -1.41583 -2.59225 -1.73966
H -2.55871 0.15644 -1.95313
H -2.98452 0.66660 -3.26733
H 1.27658 4.13555 -1.03430
H 0.13910 3.19054 -0.66064
H -2.79693 -3.54362 0.05991
H -4.03384 -4.35546 0.52938
H 0.82934 -4.16042 -3.50911
H 1.21658 -3.31827 -2.31275
H 1.72468 3.27496 2.38502
H 2.63464 3.40054 1.19888
O -0.17391 -0.29835 0.63323
O 3.46643 0.71068 0.22828
O -0.18361 -0.94668 -3.22107
O -1.18905 2.84597 -1.49622
O 1.62252 -2.40554 2.86558
O 1.28806 -0.36258 3.09594
O -1.21051 2.41954 3.89724
O -1.88767 -1.72084 -1.97695
O -2.46232 0.98280 -2.55187
O 1.04163 3.13833 -1.08782
O -3.07430 -4.40061 0.29932
O 0.47272 -3.80033 -2.67721
O 2.44402 3.87523 1.98839

The multiplicity is 1. The calculation puts the energy relative to the best compared isomer or geometry (same formula, charge and spin) at 647.5 kJ/mol. The orbital gap is 9.9 eV.

---

C26H18BrCsF6N2O6S3Sb | ωB97M-V/def2-TZVPD

Geometry (Å):
Cs -0.86787 1.58986 -1.85194
F -2.07020 -2.57835 -3.55231
C -1.29601 -3.16489 -2.64224
F -2.07712 -3.64494 -1.66586
F -0.65923 -4.19446 -3.21081
S -0.09098 -1.97339 -1.88588
O -0.93451 -1.00863 -1.23870
O 0.72953 -2.77927 -1.04612
N 0.61832 -1.44337 -3.21588
S 1.56939 -0.17659 -3.16216
O 1.37348 0.69897 -4.27046
O 1.63647 0.39881 -1.84211
C 3.28038 -0.88890 -3.41515
F 4.19131 -0.03963 -2.92264
F 3.53837 -1.07317 -4.71491
F 3.41421 -2.06040 -2.78469
S -0.78867 1.47100 1.46534
Sb 0.36661 -0.38711 1.99818
C -0.84168 -2.11627 2.20128
C -2.07783 -1.88743 2.79731
C -2.91106 -2.95047 3.10091
C -2.51349 -4.24850 2.81530
C -1.28519 -4.47816 2.21800
C -0.45054 -3.41385 1.90807
C 2.31005 -0.59376 1.20269
C 3.02546 0.58529 1.04820
C 4.35975 0.54377 0.67778
C 4.98244 -0.67545 0.46852
C 4.27031 -1.85522 0.62124
C 2.93415 -1.81648 0.98494
C 0.89799 -0.21116 4.03122
C 0.52405 0.92125 4.73769
C 0.86867 1.04966 6.07534
C 1.58487 0.04351 6.70424
C 1.95824 -1.09185 5.99882
C 1.61539 -1.21897 4.66127
H -2.39468 -0.87198 3.01178
H -3.87378 -2.76329 3.55825
H -3.16614 -5.07962 3.05044
H -0.97652 -5.48765 1.97982
H 0.48774 -3.60816 1.40850
H 2.53279 1.54066 1.19476
H 4.90848 1.46610 0.54033
H 6.02275 -0.70727 0.17091
H 4.74945 -2.80859 0.43970
H 2.38184 -2.74231 1.06055
H -0.03710 1.70049 4.23375
H 0.57788 1.93593 6.62443
H 1.85514 0.14409 7.74760
H 2.51809 -1.87771 6.49022
H 1.91503 -2.10848 4.11599
Br -5.79547 4.90199 -7.24794
C -4.74941 5.30321 -5.71044
C -4.73333 6.60218 -5.22616
N -4.02888 6.95112 -4.16038
C -3.31241 6.01099 -3.55319
C -3.27120 4.68398 -3.96423
C -4.01817 4.31744 -5.07619
C -2.43456 3.64118 -3.22317
O -2.66491 2.45370 -3.56801
O -1.62841 4.10413 -2.37745
H -5.30964 7.37582 -5.72117
H -2.72922 6.30317 -2.68991
H -4.01039 3.28743 -5.40323

The multiplicity is 1. Its charge is -1. The calculation puts the energy relative to the best compared isomer or geometry (same formula, charge and spin) at 64.9 kJ/mol. The orbital gap is 8.0 eV.

---

C6H11NOSi | ωB97M-V/def2-TZVPD

Geometry (Å):
C 3.23990 2.35878 -0.92244
C 1.05284 3.43877 -1.57094
C 2.02664 2.80686 -1.24830
C -0.94205 -1.38206 1.56959
C 1.69969 -0.97824 0.06064
C -1.15468 0.03184 -1.37180
N 4.28764 1.98896 -0.64853
O 0.31019 1.29102 0.62841
Si -0.03519 -0.29772 0.27933
H -0.30425 1.93325 0.94853
H 0.37280 4.26840 -1.70881
H -0.57479 -1.21894 2.57441
H -1.97909 -0.97511 1.57042
H -0.89930 -2.41035 1.34164
H 2.13741 -0.17838 -0.62013
H 2.32596 -0.81460 0.97032
H 1.81680 -1.96633 -0.20925
H -2.20375 -0.13508 -1.04588
H -1.02814 1.08183 -1.80656
H -0.80796 -0.59584 -2.19661

The multiplicity is 1. As for the SMILES: C[Si](C)(C)O.C#CC#N. The calculation puts the energy relative to the best compared isomer or geometry (same formula, charge and spin) at 0.0 kJ/mol. The orbital gap is 10.3 eV.

---

C32H32N3O7SSbY | ωB97M-V/def2-TZVPD

Geometry (Å):
Y 0.11609 -0.43521 -1.12281
O -5.51180 0.95558 1.44593
C -4.43482 0.73045 0.98482
C -3.90267 1.15783 -0.39435
O -4.45877 1.80957 -1.24956
C -2.56524 0.58889 -0.46251
C -2.19803 -0.06837 0.68677
O -1.01797 -0.62694 0.78959
C -3.30181 -0.08160 1.65110
O -3.34765 -0.63748 2.72294
O -1.75546 0.64240 -1.48974
C 5.97795 3.50955 1.22729
C 4.89495 4.20951 0.71663
C 3.63173 3.63359 0.72866
C 3.44561 2.35788 1.25535
C 4.53772 1.66125 1.76858
C 5.79999 2.23657 1.75256
Sb 1.49748 1.52731 1.25456
C 2.15169 -0.52708 1.00058
C 1.85053 -1.52652 1.92356
C 2.27377 -2.83288 1.70669
C 2.96907 -3.16849 0.55044
C 3.24479 -2.19244 -0.39676
C 2.84676 -0.87863 -0.16605
C 1.06835 1.43357 3.32670
C 1.95965 1.96219 4.25726
C 1.65876 1.91122 5.61101
C 0.47009 1.33502 6.03887
C -0.42176 0.81202 5.11398
C -0.12776 0.86565 3.75803
H 6.96348 3.95618 1.21720
H 5.03195 5.20218 0.30833
H 2.78989 4.18487 0.32491
H 4.40847 0.66860 2.18482
H 6.64576 1.69289 2.15305
H 1.30260 -1.28112 2.82549
H 2.05777 -3.59459 2.44511
H 3.28536 -4.18929 0.38337
H 3.78537 -2.44397 -1.30039
H 3.12124 -0.11788 -0.89759
H 2.88953 2.41407 3.93303
H 2.35235 2.32358 6.33212
H 0.23667 1.29761 7.09481
H -1.35238 0.36691 5.44150
H -0.83096 0.44623 3.04981
O -0.17303 -0.21448 -3.47728
C 0.29179 0.95066 -3.31342
O 1.23337 1.17803 -2.51891
C -0.44591 2.11451 -3.97378
N -1.91925 1.73550 -4.02708
C -2.36890 1.78750 -5.46073
C -1.08434 1.53914 -6.23168
C -0.05735 2.34822 -5.43960
H -0.32499 2.99220 -3.34571
H -2.48985 2.29890 -3.39549
H -1.97556 0.77724 -3.65957
H -2.77235 2.78091 -5.64802
H -3.14979 1.04759 -5.61258
H -1.16740 1.86077 -7.26712
H -0.83603 0.47738 -6.21738
H -0.14478 3.40929 -5.67336
H 0.97084 2.04699 -5.62970
S -0.06705 -3.19005 -1.33944
C -1.55171 -3.65787 -0.56753
N -1.83044 -3.32112 0.67880
C -3.04762 -3.74550 1.37490
C -4.15777 -3.95754 0.36125
C -3.67366 -4.91418 -0.71483
N -2.39202 -4.44012 -1.23980
H -1.25215 -2.60015 1.09533
H -3.29817 -2.97382 2.10015
H -2.84301 -4.67082 1.91866
H -4.43497 -3.00107 -0.08822
H -5.04062 -4.36366 0.85138
H -4.37545 -4.96526 -1.54544
H -3.55535 -5.92181 -0.31011
H -2.10484 -4.69806 -2.16938

The multiplicity is 1. Its charge is +1. The calculation puts the energy relative to the best compared isomer or geometry (same formula, charge and spin) at 0.0 kJ/mol. The orbital gap is 8.3 eV.

---

C34H49CoN7OPS | ωB97M-V/def2-TZVPD

Geometry (Å):
Co -0.57774 0.26188 0.91529
C -3.23039 1.48508 -3.87239
C -2.96161 0.03425 -3.49821
N -3.61372 -0.38271 -2.25856
C -4.94917 -0.98104 -2.36237
C -6.07254 0.00380 -2.07226
C -3.04224 -0.21416 -1.05236
S -1.51045 0.58165 -1.02139
N -3.77583 -0.64569 -0.02278
C -3.34487 -0.70758 1.23154
O -2.18465 -0.50237 1.67923
C -4.37653 -1.11120 2.23655
C -5.64563 -1.51932 1.83316
C -6.58558 -1.90064 2.77666
C -6.26474 -1.87307 4.12665
C -5.00333 -1.46086 4.53352
C -4.05949 -1.08334 3.59211
H -2.68422 1.74023 -4.78123
H -2.89969 2.15299 -3.07777
H -4.28994 1.66030 -4.05542
H -1.88954 -0.13126 -3.39248
H -3.31804 -0.63370 -4.28284
H -5.00221 -1.81976 -1.67084
H -5.03389 -1.37567 -3.37503
H -6.00155 0.36186 -1.04641
H -7.03930 -0.48488 -2.20258
H -6.03572 0.86180 -2.74293
H -5.88041 -1.53168 0.77842
H -7.56928 -2.22055 2.45883
H -6.99911 -2.17367 4.86252
H -4.75481 -1.43337 5.58622
H -3.07359 -0.75851 3.89308
N 1.12873 0.07715 0.62662
P 2.30099 -0.45946 -0.23390
N 2.45547 0.36396 -1.66297
C 1.91087 1.71039 -1.83169
C 1.36714 1.86205 -3.24434
C 2.49818 1.73716 -4.27822
C 3.64789 0.87854 -3.73462
C 3.12937 -0.22410 -2.82223
N 3.78813 -0.37287 0.54093
C 3.77877 -0.78763 1.95648
C 3.85869 0.41172 2.88967
C 5.17831 1.17173 2.68585
C 5.71174 0.96052 1.26376
C 4.56326 0.85214 0.27476
N 2.22159 -2.05133 -0.73513
C 0.94597 -2.45188 -1.32487
C 0.06101 -3.20369 -0.33670
C 0.81358 -4.39034 0.25994
C 2.13684 -3.93338 0.86941
C 2.95963 -3.16619 -0.16263
H 2.67732 2.47539 -1.64270
H 1.12929 1.85445 -1.08716
H 0.85112 2.81840 -3.34510
H 0.61755 1.08030 -3.39576
H 2.87849 2.72675 -4.53961
H 2.11001 1.29966 -5.20072
H 4.34297 1.50044 -3.16471
H 4.22022 0.43623 -4.55158
H 3.95141 -0.85638 -2.48227
H 2.44084 -0.87256 -3.38134
H 4.61140 -1.47590 2.14539
H 2.85602 -1.33588 2.14806
H 3.76342 0.07615 3.92431
H 3.00021 1.05363 2.67951
H 5.92494 0.84328 3.41185
H 5.01869 2.23756 2.86219
H 6.31299 0.04957 1.20531
H 6.36147 1.78703 0.97143
H 4.93826 0.81402 -0.74919
H 3.93635 1.75155 0.36073
H 1.15983 -3.09639 -2.18859
H 0.43681 -1.56029 -1.69942
H -0.84904 -3.53780 -0.84173
H -0.24095 -2.52128 0.46479
H 1.01710 -5.12323 -0.52957
H 0.19940 -4.89438 1.00854
H 2.71168 -4.78956 1.23124
H 1.93457 -3.28693 1.72856
H 3.21657 -3.85122 -0.98310
H 3.89623 -2.79596 0.24973
N 0.55445 6.64512 4.10413
C 0.35909 5.63942 3.58236
C 0.11534 4.38461 2.93123
C -0.34187 4.35927 1.61695
C -0.57277 3.14621 0.98718
C -0.35173 1.94655 1.66112
C 0.11383 1.98407 2.97589
C 0.34155 3.19131 3.61407
H -0.51543 5.29078 1.09413
H -0.92947 3.14515 -0.03417
H 0.31189 1.06107 3.50841
H 0.70363 3.21650 4.63356

The multiplicity is 1. The orbital gap (spin up / spin down) is 7.8 / 7.7 eV.

---

C3H3N3S | ωB97M-V/def2-TZVPD

Geometry (Å):
C -1.57353 -0.83405 -0.00075
C 0.22649 0.91123 -0.00675
C 1.56673 0.74652 -0.00421
H -1.57020 -1.91939 -0.00207
H -0.43473 1.78433 0.01624
H 2.35855 1.47487 0.00238
N -0.26998 -0.36951 -0.00408
N 1.84299 -0.61480 0.00463
N 0.75344 -1.26488 -0.00446
S -2.89978 0.08568 -0.00093

The multiplicity is 1. As for the SMILES: S=Cn1ccnn1. The calculation puts the energy relative to the best compared isomer or geometry (same formula, charge and spin) at 154.0 kJ/mol. The orbital gap is 8.6 eV.

---

C2H8Si2 | ωB97M-V/def2-TZVPD

Geometry (Å):
C -1.68360 -1.55900 0.41734
C -0.41886 -1.22392 0.55623
Si 1.21111 1.43613 -1.11673
Si 0.25713 0.52524 0.80836
H -2.21383 -2.54507 0.36569
H -2.45781 -0.70976 0.18383
H 0.35336 -2.04229 0.45780
H 2.47024 1.99680 -0.82889
H 1.55237 0.13051 -1.82964
H 0.44562 2.20227 -1.99130
H 1.46360 0.53143 1.77847
H -0.97933 1.25765 1.19884

The multiplicity is 1. As for the SMILES: C=C[SiH2][SiH3]. The calculation puts the energy relative to the best compared isomer or geometry (same formula, charge and spin) at 38.3 kJ/mol. The orbital gap is 10.5 eV.

---

C29H29BGeN8NaO | ωB97M-V/def2-TZVPD

Geometry (Å):
Na 3.01825 -0.43909 -0.82771
C 1.03245 -3.23248 0.70950
C 0.81575 -2.67537 -0.53038
N 0.77201 -1.32287 -0.44923
N 0.97022 -1.00588 0.88161
C 1.12397 -2.14118 1.56017
B 1.51864 0.35887 1.51789
N 3.05208 0.13519 1.75862
C 3.92142 0.99376 2.34018
C 5.19056 0.48008 2.21632
C 5.00945 -0.71331 1.49885
N 3.72751 -0.92012 1.21527
N 1.37405 1.55725 0.56222
C 0.93382 2.79436 0.86801
C 1.30161 3.64136 -0.15217
C 1.99059 2.81953 -1.05479
N 2.04085 1.56199 -0.62986
N 0.79281 0.56496 2.82198
C 1.24147 0.58846 4.10832
C 0.16752 0.85495 4.91462
C -0.91938 0.98310 4.02088
N -0.54399 0.80804 2.76688
H 1.12309 -4.27503 0.96176
H 0.64976 -3.15499 -1.48116
H 1.33786 -2.10185 2.61769
H 3.57810 1.90935 2.79642
H 6.10894 0.90613 2.58359
H 5.74962 -1.43907 1.19416
H 0.37829 2.97555 1.77488
H 1.10120 4.69627 -0.23415
H 2.44728 3.08897 -1.99685
H 2.26863 0.38452 4.35764
H 0.16039 0.93044 5.98931
H -1.95892 1.18232 4.24310
O 4.05044 -1.29003 -2.50935
H 4.24567 -0.87566 -3.35750
H 4.58892 -2.08907 -2.49131
C 0.80776 -0.00147 -3.23235
Ge -0.41003 -0.39425 -1.79355
C -1.58118 -1.79279 -2.46279
C -2.03913 -1.56612 -3.76485
C -2.94898 -2.42890 -4.36431
C -3.41008 -3.53856 -3.67277
C -2.97079 -3.77567 -2.37766
C -2.07050 -2.90608 -1.77639
C -1.37651 1.02683 -0.99579
C -1.19907 2.27430 -1.53700
C -1.98500 3.36909 -1.10583
C -2.92019 3.18336 -0.13410
C -3.12606 1.90820 0.45676
C -4.09258 1.72232 1.47777
C -4.29136 0.49401 2.03391
C -3.51434 -0.60871 1.60877
C -2.56910 -0.45025 0.64062
C -2.35435 0.80703 0.02357
H 0.23461 0.24687 -4.12548
H 1.36709 -0.91589 -3.44034
H 1.48329 0.81931 -3.00301
H -1.70648 -0.70017 -4.32660
H -3.29932 -2.22920 -5.36931
H -4.11901 -4.21197 -4.13717
H -3.34365 -4.62934 -1.82606
H -1.77926 -3.10223 -0.75209
H -0.45053 2.43995 -2.30490
H -1.83298 4.34689 -1.54324
H -3.52221 4.01681 0.21033
H -4.67782 2.57503 1.80181
H -5.04151 0.35883 2.80185
H -3.66408 -1.57825 2.06641
H -1.95759 -1.29841 0.35838

The multiplicity is 1. Its charge is +1. The calculation puts the energy relative to the best compared isomer or geometry (same formula, charge and spin) at 27.1 kJ/mol. The orbital gap is 8.0 eV.

---

no.,E (eV)
1,-27035.23664
2,-168460.45812
3,-17814.01627
4,-70921.40483
5,-106283.76754
6,-18463.48734
7,-17956.53419
8,-106119.77115